No. 1
Molecular formula: C20H28IrN4O2SSi
Method: DFT, ωB97M-V/def2-TZVPD

Computed properties:
spin multiplicity	2
relative energy (zero: lowest compared OMol25 entry of this formula, charge and spin)	0.000	eV
calculated total energy	-1939.9246	hartree
⟨S²⟩	0.7534
strongest force on any atom	1.0	eV Å⁻¹
orbital gap (alpha / beta)	0.2180 / 0.2179	hartree
charge	+2

Atoms and positions in Å:
Ir 0.468531 0.996690 -0.111133
C -2.949722 3.554894 -0.240258
C -1.672268 2.856242 0.073119
N -1.112842 1.981279 -0.702078
N -1.700542 1.597703 -1.900125
C -1.147152 0.631850 -2.617993
N -1.712785 0.173281 -3.707740
S 0.439351 -0.041691 -2.110859
C -0.889514 3.097420 1.296045
C -1.311917 3.927445 2.321158
C -0.486964 4.118247 3.419718
C 0.750778 3.501732 3.451748
C 1.112782 2.675712 2.399606
N 0.310518 2.460968 1.360369
H -3.033245 3.806594 -1.298723
H -3.011657 4.495359 0.299487
H -3.807314 2.942833 0.050176
H -2.569983 2.038735 -2.176305
H -2.601685 0.507604 -4.054539
H -1.208352 -0.492401 -4.281983
H -2.273441 4.417024 2.272764
H -0.805471 4.756177 4.232568
H 1.432343 3.644651 4.277520
H 2.070060 2.176710 2.378218
C 3.484885 -1.093033 2.184505
C 2.147198 -0.514886 1.834378
O 2.091998 0.005374 0.684011
C 1.059082 -0.555613 2.782921
C 1.381165 -0.838537 4.137603
C 0.430659 -0.904899 5.114296
C -0.918905 -0.729739 4.758636
C -1.282081 -0.479189 3.463896
C -0.321149 -0.369090 2.426439
O -0.767473 -0.150864 1.224915
H 4.113068 -1.100649 1.298607
H 3.383883 -2.097918 2.590735
H 3.974440 -0.481869 2.945590
H 2.416895 -0.985866 4.409058
H 0.706270 -1.105263 6.139423
H -1.684752 -0.800773 5.520770
H -2.321869 -0.365922 3.186979
C -0.867536 -4.123374 -3.873818
Si 0.494947 -2.865311 -3.683196
C 0.560455 -1.709655 -5.166743
C 2.161163 -3.619473 -3.341600
C 0.029602 -1.834087 -2.101929
H -0.657853 -4.790953 -4.711494
H -1.837112 -3.656275 -4.062778
H -0.965765 -4.742890 -2.980310
H 1.033299 -2.244486 -5.993704
H 1.155775 -0.810743 -4.995455
H -0.419139 -1.417036 -5.560531
H 2.455804 -4.286937 -4.153164
H 2.143050 -4.207874 -2.422315
H 2.940050 -2.860280 -3.242945
H 0.608118 -2.159554 -1.233725
H -1.017703 -1.927400 -1.809787

Atoms 1-2, force components in eV/Å:
0.6653 0.2136 0.7443
-0.0313 0.0456 0.0422

Löwdin population analysis, charges in e, atoms 1 to 6: Ir 1.137; C 0.023; C -0.195; N -0.139; N 0.087; C -0.497

No. 2
Molecular formula: C6H12N2O2S3
Method: DFT, ωB97M-V/def2-TZVPD

Computed properties:
relative energy (zero: lowest compared OMol25 entry of this formula, charge and spin)	3.937	eV
calculated total energy	-1690.2444	hartree
strongest force on any atom	5.3	eV Å⁻¹
orbital gap	0.3182	hartree

Atoms and positions in Å:
C 3.238086 0.734684 -1.582234
S 1.424441 0.330016 -1.825931
O 0.806497 1.548291 -0.914274
C 0.468267 1.261435 0.454137
N 0.433624 2.432989 1.132157
N 0.122605 0.152558 0.961877
C -0.124357 -0.993236 0.217830
C -0.902182 -2.050510 1.107630
C 1.116652 -1.754387 -0.204328
S 2.495664 -1.896298 0.561160
O -0.861674 -0.761777 -0.962479
S -2.498746 -1.127150 -1.049847
C -3.155442 0.523174 -1.106921
H 3.627155 1.300571 -2.401937
H 3.646272 -0.308287 -1.432929
H 3.274024 1.107965 -0.581593
H -0.223318 2.391692 1.914376
H 0.454151 3.250254 0.564203
H -1.536193 -1.237084 1.720281
H -0.230799 -2.617146 1.613495
H -1.448635 -2.720764 0.485299
H 0.891262 -2.412242 -1.163681
H -2.451483 1.205402 -1.656078
H -3.096204 0.974313 -0.130331
H -4.132159 0.487580 -1.440106

Atoms 1-2, force components in eV/Å:
-1.7913 -3.0020 0.4154
1.6170 0.7230 -0.8706

Löwdin population analysis, charges in e, atoms 1 to 6: C -0.278; S 0.969; O -0.411; C -0.470; N 0.164; N 0.154

No. 3
Molecular formula: C65H80N8O4SSbSeTi
Method: DFT, ωB97M-V/def2-TZVPD

Computed properties:
relative energy (zero: lowest compared OMol25 entry of this formula, charge and spin)	0.000	eV
calculated total energy	-7153.4311	hartree
strongest force on any atom	1.6	eV Å⁻¹
orbital gap	0.1931	hartree
charge	-1

Atoms and positions in Å:
Ti -0.585074 -0.680741 0.182196
C -7.298420 2.577918 -1.390867
C -7.125892 2.089280 0.047808
C -7.540978 3.226961 0.993076
C -8.056283 0.886419 0.269725
C -5.687884 1.658360 0.334761
C -4.705893 1.607160 -0.635564
C -3.434212 1.140361 -0.323368
Se -2.044624 1.182789 -1.655036
C -2.481882 -0.413190 -2.629794
C -3.533493 -0.413973 -3.520066
C -3.927479 -1.599269 -4.133873
C -3.203348 -2.735129 -3.811970
C -2.102698 -2.771214 -2.948126
C -1.720721 -1.565625 -2.340339
O -0.702131 -1.430003 -1.471238
C -1.500454 -4.162059 -2.656780
C -1.171087 -4.900748 -3.963698
C -2.544850 -4.979016 -1.872885
C -0.218503 -4.121281 -1.815524
C -5.126366 -1.604200 -5.078709
C -6.368565 -1.120970 -4.312060
C -4.853217 -0.652512 -6.253854
C -5.415501 -2.994451 -5.643180
C -3.075528 0.728264 0.968019
O -1.859311 0.238023 1.188851
C -4.048975 0.846649 1.987889
C -5.312726 1.289793 1.630879
C -3.695342 0.593010 3.459854
C -2.742529 1.722250 3.893707
C -4.926152 0.626576 4.370198
C -3.036526 -0.782818 3.675732
H -8.332065 2.895317 -1.550101
H -7.075726 1.783052 -2.107972
H -6.644804 3.429175 -1.599964
H -8.553827 3.565785 0.753784
H -6.859223 4.075966 0.895593
H -7.534110 2.905843 2.036547
H -9.099792 1.167700 0.091772
H -7.970964 0.509022 1.291221
H -7.794422 0.071871 -0.410812
H -4.894524 1.922925 -1.653861
H -4.057146 0.518308 -3.699821
H -3.513204 -3.677088 -4.244373
H -2.022550 -4.964373 -4.645134
H -0.855441 -5.919293 -3.725407
H -0.351353 -4.402838 -4.484831
H -3.467745 -5.112381 -2.446711
H -2.801885 -4.478794 -0.937204
H -2.134468 -5.963363 -1.628431
H 0.550465 -3.487318 -2.261768
H 0.180635 -5.137302 -1.728427
H -0.420816 -3.761003 -0.809789
H -6.259294 -0.079397 -3.999384
H -6.521496 -1.726086 -3.414738
H -7.262478 -1.195322 -4.940161
H -4.678002 0.367831 -5.905632
H -5.706157 -0.639459 -6.940008
H -3.967460 -0.975895 -6.807102
H -5.660626 -3.704887 -4.849023
H -4.560770 -3.380093 -6.205658
H -6.269195 -2.941629 -6.323828
H -6.063286 1.351021 2.408988
H -3.269860 2.680706 3.892864
H -1.904979 1.817658 3.198989
H -2.357166 1.537517 4.902544
H -5.401933 1.611621 4.396908
H -4.612656 0.380470 5.387929
H -5.663351 -0.119270 4.062357
H -2.147789 -0.925772 3.069467
H -3.738974 -1.579422 3.419354
H -2.763170 -0.891730 4.731820
S 1.577625 -1.728800 0.558098
C 0.990533 -3.165825 1.404399
N 2.019947 -3.965397 1.766149
N 1.603080 -5.108000 2.452881
C 1.031133 -5.127555 3.678875
C 0.842438 -3.948717 4.427555
C 0.391193 -4.014854 5.737086
C 0.089201 -5.231796 6.339554
C 0.214265 -6.395558 5.582537
C 0.670497 -6.352867 4.278099
N -0.265857 -3.318187 1.672288
N -1.194046 -2.400132 1.074470
C -2.495768 -2.836175 1.181577
C -2.854865 -3.908272 2.022623
C -4.169936 -4.342271 2.086710
C -5.175106 -3.731815 1.338690
C -4.827996 -2.679446 0.499191
C -3.515823 -2.247035 0.412654
H 1.892327 -5.976177 2.041377
H 1.061953 -2.998949 3.957317
H 0.275889 -3.096698 6.304510
H -0.236661 -5.275631 7.371590
H -0.050191 -7.352973 6.018857
H 0.757874 -7.266102 3.697708
H -2.080512 -4.378594 2.610925
H -4.419190 -5.171737 2.740834
H -6.201100 -4.076387 1.399358
H -5.583146 -2.191292 -0.110570
H -3.278940 -1.454657 -0.280972
N 0.404757 -0.008496 2.724843
C 1.406667 0.952551 2.311030
C 1.975787 1.800070 3.436931
C 2.697432 0.947125 4.498885
C 4.174840 0.586226 4.283781
N 4.613227 0.079114 2.971460
C 4.289845 -1.126213 2.477742
N 3.706659 -2.065268 3.216565
N 4.721620 -1.452666 1.255005
C 0.826824 1.781773 1.150551
O 0.820052 2.999490 1.168767
O 0.433532 1.042028 0.156713
H -0.337562 0.443657 3.248233
H 0.814653 -0.738324 3.292868
H 2.194896 0.360082 1.850223
H 1.158314 2.336788 3.920443
H 2.630538 2.567290 3.009267
H 2.120896 0.031653 4.663746
H 2.677054 1.492717 5.443536
H 4.478662 -0.158616 5.020140
H 4.770239 1.477979 4.468131
H 4.691523 0.788439 2.257675
H 3.131667 -1.745205 3.981089
H 3.266867 -2.855443 2.692198
H 5.036373 -0.679589 0.685183
H 4.046827 -2.047444 0.752105
C 7.065007 1.513163 -4.030864
C 5.968855 2.291742 -4.376649
C 4.712177 2.016072 -3.844336
C 4.517197 0.943678 -2.971478
C 5.639943 0.181783 -2.624628
C 6.897602 0.453700 -3.149075
Sb 2.604559 0.471259 -1.991220
C 2.502758 -1.418719 -3.033087
C 3.371326 -2.435273 -2.642447
C 3.422531 -3.636915 -3.335699
C 2.619465 -3.829638 -4.451211
C 1.732988 -2.834635 -4.835462
C 1.647598 -1.651927 -4.108475
C 1.512903 1.678661 -3.396461
C 1.582308 1.506208 -4.781560
C 0.874705 2.342544 -5.632136
C 0.099233 3.375022 -5.111632
C 0.061729 3.583966 -3.743220
C 0.771183 2.742974 -2.889208
H 8.043596 1.733695 -4.439895
H 6.089677 3.118628 -5.066694
H 3.878006 2.650100 -4.119640
H 5.533180 -0.653262 -1.936048
H 7.745524 -0.161985 -2.871642
H 4.007591 -2.309149 -1.773083
H 4.097462 -4.418398 -3.007631
H 2.669817 -4.761193 -5.001808
H 1.099960 -2.971105 -5.704616
H 0.897117 -0.922943 -4.380220
H 2.206530 0.729612 -5.202672
H 0.931740 2.194458 -6.703985
H -0.473323 4.011542 -5.776734
H -0.526384 4.393852 -3.328722
H 0.735382 2.914576 -1.817706

Atoms 1-2, force components in eV/Å:
0.5498 -0.4365 1.4309
0.0385 -0.0222 0.0070

Löwdin population analysis, charges in e, atoms 1 to 6: Ti 0.869; C -0.068; C -0.558; C -0.053; C -0.045; C -0.174